292
Properties=species:S:1:pos:R:3:forces:R:3 method="wB97M-V/def2-TZVPD" homo_energy_ev=-8.0 total_charge=0 energy_ev=-135019.2945 spin_multiplicity=1 gap_ev=8.32
C 0.412583 5.953757 -1.482982 -0.038 0.049 -0.859
O 0.031229 6.161531 -0.341953 -0.013 0.176 0.284
N -0.115797 4.947425 -2.253761 0.183 1.181 0.754
N 1.446967 6.703275 -2.083067 -0.847 -0.483 0.561
H -0.911437 4.468929 -1.841369 0.396 0.035 -0.389
H 0.122764 4.864983 -3.228974 -0.111 -0.506 -0.038
H 1.466233 6.593943 -3.072157 0.227 -0.073 -0.631
H 1.444360 7.685090 -1.854999 -0.020 -0.054 0.497
C 2.639696 -1.706646 2.675843 -1.030 -2.598 -0.286
O 2.635958 -0.569543 2.206486 0.448 0.000 0.681
N 2.138908 -2.051854 3.911365 0.420 1.538 -0.400
N 3.017465 -2.811834 1.905256 -0.076 2.249 0.806
H 1.891643 -1.203911 4.469152 0.020 -1.056 -0.170
H 1.953653 -3.018350 4.178024 0.138 0.799 -0.090
H 3.259015 -2.682940 0.967641 0.335 0.718 -1.385
H 2.963393 -3.749995 2.154250 -0.253 -1.355 1.050
O 4.836928 1.333470 0.045650 0.831 0.982 0.822
H 4.739357 1.691116 0.955504 0.033 -0.162 -0.751
H 4.199532 0.638727 -0.024315 -0.890 -0.665 -0.113
O 1.894595 0.961340 -3.792262 -1.137 0.052 0.649
H 2.811967 1.021445 -4.020234 0.844 -0.062 0.163
H 1.761343 0.832938 -2.810635 0.313 -0.269 -0.451
C -4.211976 -7.421971 2.181776 1.799 0.985 -1.771
C -2.663996 -7.585576 2.258265 -1.890 -0.302 1.119
C -2.262186 -8.182842 0.945080 0.560 0.760 -1.440
C -0.767134 -8.148083 0.779086 0.921 -0.214 0.814
C -0.279765 -6.718142 0.978270 -0.361 1.146 -0.894
C -0.591793 -6.150817 2.395879 0.095 0.401 -0.168
N -2.086303 -6.262537 2.514805 1.467 0.129 -1.645
O -2.537772 -5.780343 3.737649 -0.650 1.806 0.384
C 0.220581 -6.828708 3.559637 -2.358 -0.871 -0.478
C -0.139689 -4.633304 2.448542 -0.470 -1.214 0.910
C -2.381663 -8.564805 3.391129 0.894 -2.151 0.948
H -4.550709 -7.101162 3.111838 -1.050 0.101 1.630
H -4.676596 -8.304576 1.754890 -0.149 -0.109 0.318
H -4.334629 -6.570252 1.496958 -0.381 -0.237 -0.001
H -2.611655 -9.197156 0.928286 -0.292 -0.612 -0.002
H -2.711848 -7.679930 0.024999 0.269 -0.247 1.348
H -0.511717 -8.578428 -0.183902 0.349 0.159 -0.201
H -0.258583 -8.761665 1.559050 -0.398 0.101 -0.568
H -0.775201 -6.059690 0.181394 0.395 -0.627 1.176
H 0.785663 -6.589911 0.777956 0.170 -0.268 0.132
H 1.191379 -6.464813 3.667039 1.681 0.687 -0.130
H -0.300433 -6.627591 4.484122 -0.220 0.357 0.358
H 0.247708 -7.916907 3.539550 0.149 0.023 -0.412
H -0.570597 -4.146082 3.367631 0.949 -0.520 -0.586
H 0.968824 -4.668148 2.385528 -0.682 0.370 0.418
H -0.485632 -4.042134 1.629637 -0.375 0.171 -0.818
H -3.069597 -9.415152 3.424944 -0.421 0.130 -0.623
H -2.509661 -8.206273 4.419329 0.336 0.644 -0.386
H -1.404139 -9.130760 3.336907 -0.736 1.021 0.007
H -2.898788 -4.878857 3.488916 0.252 -1.431 0.490
C 0.179631 4.382520 -7.167659 -0.899 1.111 -0.858
C 1.197654 3.317263 -6.823796 -1.388 -0.300 -1.149
C 2.303018 3.282187 -7.879629 0.239 -1.414 0.760
C 3.278511 4.447607 -7.771238 -0.110 -0.998 -1.971
C 3.920243 4.438881 -6.421609 -0.336 -1.132 0.089
C 2.840872 4.609394 -5.347013 -0.749 -0.648 -0.095
N 1.835992 3.530425 -5.544593 1.266 -0.997 -0.189
O 0.952566 3.368892 -4.468116 -0.075 0.478 0.228
C 3.399112 4.393438 -3.934323 -0.071 -0.397 0.551
C 2.202526 5.978297 -5.461863 0.270 1.064 1.088
C 0.361226 1.991851 -6.806516 1.582 0.539 -0.586
H -0.260045 4.292844 -8.212018 0.626 -0.162 1.143
H 0.666638 5.366121 -7.101598 -0.931 -0.440 -0.264
H -0.672355 4.304192 -6.466344 0.426 0.403 -0.221
H 2.877288 2.354244 -7.556300 -0.354 0.845 -0.886
H 1.868486 3.119789 -8.885768 0.262 0.178 0.531
H 2.857945 5.425391 -7.940039 -0.683 0.281 -0.092
H 3.943240 4.352848 -8.664471 0.225 -0.028 1.006
H 4.547562 5.288657 -6.453749 1.208 0.785 0.744
H 4.461642 3.486018 -6.249289 -0.032 0.631 -0.041
H 3.679657 3.325105 -3.862907 0.234 0.539 0.018
H 4.265093 5.037249 -3.748691 -0.013 -0.191 -0.088
H 2.687883 4.551270 -3.081191 0.414 0.100 -1.036
H 1.371669 5.870092 -4.725236 0.122 0.694 -0.878
H 2.966698 6.706982 -5.039024 -1.091 -0.415 -0.687
H 1.822972 6.268392 -6.484492 0.802 -0.039 1.642
H 0.761289 1.419367 -6.021234 0.944 -1.449 0.618
H 0.315236 1.443282 -7.769148 0.095 0.476 0.559
H -0.589033 2.197722 -6.410178 -1.597 0.381 -0.024
H 1.346595 2.587442 -3.999839 -0.490 0.137 -0.369
C -3.542839 -5.081841 -4.640790 -0.255 -1.345 -0.659
C -2.839623 -3.993208 -3.828834 -1.452 -0.970 0.739
C -2.101598 -2.978916 -4.677287 1.834 -0.497 1.993
C -2.980517 -2.063968 -5.424712 -1.191 0.588 -0.505
C -3.867182 -1.287835 -4.436553 1.451 0.756 -0.088
C -4.655236 -2.208528 -3.556031 -0.078 -0.746 1.565
N -3.792894 -3.248832 -2.962215 1.415 0.748 -0.302
O -4.535262 -4.080365 -2.114525 -0.107 -0.883 -0.915
C -5.170023 -1.459316 -2.360487 -0.447 2.587 -0.041
C -5.836144 -2.756534 -4.248275 -2.425 -1.605 -1.767
C -1.924140 -4.745099 -2.887798 1.470 1.137 1.161
H -3.817694 -5.961292 -3.977460 0.100 1.014 -0.742
H -2.875475 -5.529200 -5.421821 -0.359 0.463 0.649
H -4.436704 -4.721882 -5.164822 0.194 -0.185 0.130
H -1.441339 -2.470277 -3.904118 -0.713 0.010 -1.165
H -1.417269 -3.538282 -5.298859 0.239 -0.140 -0.430
H -3.602520 -2.637411 -6.150856 0.235 0.285 0.454
H -2.433775 -1.349542 -6.029136 0.308 0.102 -0.088
H -4.579766 -0.693034 -5.031495 0.306 0.224 0.538
H -3.177980 -0.638761 -3.764379 -1.245 -0.797 -1.251
H -5.825834 -1.982994 -1.694302 -0.219 -0.660 0.172
H -4.339206 -1.059708 -1.796803 0.364 -0.057 0.378
H -5.730588 -0.545205 -2.695172 0.298 -0.703 0.085
H -6.271504 -3.683213 -3.780043 0.593 0.809 -0.184
H -6.688705 -2.045985 -4.186779 0.576 -0.257 -0.414
H -5.654789 -3.050236 -5.321245 -0.244 0.545 0.912
H -1.438443 -4.015661 -2.192225 -0.429 -0.407 -0.366
H -1.086341 -5.199774 -3.410792 -0.064 -0.342 -0.273
H -2.419731 -5.470887 -2.241838 -0.125 0.007 -0.325
H -4.933302 -4.738300 -2.730930 -0.028 0.287 0.759
C -2.409219 4.406795 3.258944 0.305 -1.913 0.089
C -3.470980 3.988419 2.160314 0.389 0.793 1.089
C -4.846108 4.395103 2.694660 0.603 0.280 0.775
C -5.903067 4.369429 1.644147 -2.108 -0.777 0.731
C -5.484024 5.168303 0.446171 -2.511 0.706 0.180
C -4.176221 4.771373 -0.107759 0.444 -0.225 -2.618
N -3.213648 4.769808 0.962801 1.543 -0.089 -0.084
O -1.916084 4.288428 0.486677 -0.882 1.274 -0.260
C -4.426372 3.450819 -0.879020 -0.172 -0.795 -0.652
C -3.826546 5.845436 -1.208337 0.106 -0.699 0.473
C -3.351635 2.484508 1.971084 0.532 -0.898 0.356
H -2.159764 5.455624 3.411286 -0.726 0.154 -0.177
H -1.414623 3.925385 3.101645 -0.697 0.168 -0.316
H -2.774588 3.905394 4.188497 0.218 0.781 -0.328
H -5.052884 3.719644 3.553938 -0.110 0.633 -0.378
H -4.752283 5.441239 3.010362 0.016 -0.176 0.463
H -6.909923 4.768388 2.053807 1.555 -0.629 -0.592
H -6.075704 3.307887 1.388540 -0.201 0.389 -0.134
H -5.503858 6.213903 0.722822 0.346 0.480 0.225
H -6.318228 5.105889 -0.296311 0.881 -0.131 0.118
H -5.083248 3.643580 -1.754647 0.598 0.248 0.298
H -3.512783 2.941815 -1.270287 -0.660 0.392 0.565
H -5.071568 2.754875 -0.318308 0.736 -0.028 0.078
H -2.858362 5.726829 -1.712755 -0.220 -0.367 0.171
H -4.628204 5.755576 -1.952142 0.290 0.332 0.071
H -3.808593 6.836790 -0.775331 -0.168 0.286 0.168
H -2.512761 2.317866 1.285928 -0.049 -0.184 0.314
H -4.205085 1.951217 1.525694 0.051 0.522 0.379
H -3.099608 2.019491 2.966394 -0.308 0.223 -0.993
H -1.431833 5.127327 0.319200 0.195 -0.368 0.119
C 3.326135 2.594366 6.382203 -2.698 -1.561 0.746
C 2.908310 1.080099 6.081542 2.849 1.431 -0.345
C 2.559838 0.235827 7.278361 -2.013 -1.490 -1.777
C 1.209601 0.625562 7.823411 -1.731 -1.277 -0.745
C 0.163523 0.516334 6.632714 0.395 -2.143 0.328
C 0.535015 1.272213 5.353639 -0.416 1.879 0.655
N 1.906828 0.933958 5.013080 0.454 -0.592 0.551
O 2.357690 1.723553 3.925736 -0.143 -0.492 -0.750
C -0.374572 0.895678 4.205429 0.020 -2.991 0.535
C 0.298405 2.809801 5.579259 0.245 -0.077 0.645
C 4.265089 0.526135 5.465262 -1.725 0.330 0.921
H 4.276039 2.577256 6.797183 1.946 -0.041 0.732
H 2.686800 3.081481 7.116470 -0.240 0.126 -0.105
H 3.331967 3.147294 5.477212 0.017 0.578 -0.792
H 2.573599 -0.836145 6.903555 -0.271 0.905 0.439
H 3.245396 0.250138 8.048189 1.951 0.432 1.420
H 1.284029 1.618008 8.177411 -0.079 1.336 0.341
H 0.885955 0.028808 8.720477 0.247 0.268 -1.018
H -0.877317 0.777042 6.872355 0.383 0.092 0.277
H 0.132550 -0.613694 6.368608 -0.013 1.543 0.318
H -0.119777 -0.169405 3.923864 -0.010 0.884 -0.105
H -1.419354 0.752356 4.546821 0.347 0.876 -0.297
H -0.210126 1.508999 3.345685 -0.368 0.466 -0.244
H 0.964777 3.435505 4.967913 -0.076 -0.298 0.288
H -0.706751 3.036801 5.247463 -0.293 0.090 0.026
H 0.353234 3.101338 6.654758 0.202 -0.139 -0.796
H 4.700384 1.402515 4.997539 0.742 -0.492 -0.219
H 3.885604 -0.173715 4.747132 0.675 -0.674 -0.579
H 4.875884 0.036838 6.247912 -0.117 0.465 -0.575
H 2.558386 1.044030 3.237271 -0.309 0.213 0.283
C 6.804870 4.252446 1.668774 -0.130 0.480 -1.092
C 6.040871 4.670019 2.952071 -0.083 -1.447 -1.282
C 6.272394 6.092875 3.329709 -1.436 0.242 -0.416
C 5.437831 7.081370 2.453516 1.491 0.891 0.293
C 3.945088 6.782063 2.480306 0.631 -0.660 1.216
C 3.713167 5.322916 2.068908 0.395 0.816 -0.814
N 4.562807 4.439669 2.902984 -0.084 0.568 0.375
O 4.331769 3.126194 2.450113 -0.098 -1.271 0.501
C 2.253014 4.971017 2.230564 0.106 0.168 0.331
C 4.028868 5.164415 0.566661 -0.997 0.453 0.157
C 6.599546 3.746592 4.024337 0.309 -0.165 0.384
H 7.819840 4.003698 1.957390 0.243 -0.115 -0.001
H 6.899874 5.018439 0.868481 -0.192 -0.148 0.682
H 6.375733 3.379138 1.153184 0.064 0.191 0.484
H 5.852972 6.153292 4.347100 0.442 0.419 -0.030
H 7.344864 6.287511 3.316209 -0.087 0.261 0.088
H 5.760369 7.119825 1.358489 0.021 0.100 1.609
H 5.694478 8.034345 2.999769 -0.600 -0.322 -1.225
H 3.433114 7.398134 1.753759 -0.316 0.323 0.061
H 3.553803 6.951072 3.519242 0.109 -0.071 -0.888
H 1.671784 5.613931 1.547164 -0.034 -0.158 0.658
H 2.144373 3.959044 1.895158 -0.390 -0.623 -0.108
H 1.964208 5.021321 3.293039 -0.192 0.199 -0.393
H 4.972116 5.573578 0.299684 0.750 0.273 -0.291
H 4.029825 4.121226 0.381031 0.168 -1.062 -0.517
H 3.260793 5.607939 -0.097202 0.235 -0.037 0.521
H 5.930522 3.772546 4.890673 0.457 0.282 0.283
H 7.675768 4.011713 4.237962 -1.224 -0.228 0.089
H 6.568939 2.713182 3.681616 0.176 -0.065 -0.134
H 3.942711 2.644546 3.214262 0.151 0.614 -0.486
C 5.874112 -3.228964 -4.218715 0.229 1.447 1.727
C 4.537463 -2.829223 -3.539451 1.766 -0.936 1.694
C 3.585118 -2.330099 -4.567795 -0.055 1.067 -0.148
C 3.015588 -3.355674 -5.497931 -0.274 -0.480 -0.044
C 2.272118 -4.385179 -4.658402 -0.210 0.862 0.741
C 3.137017 -5.014749 -3.583832 0.826 0.322 0.768
N 3.868129 -3.932268 -2.824363 -0.415 -0.648 -0.297
O 4.827466 -4.602037 -1.983082 -0.435 0.709 0.683
C 2.230152 -5.678270 -2.531599 -0.841 -1.055 0.269
C 4.039093 -6.082655 -4.180403 -0.336 -0.682 1.126
C 4.917593 -1.772364 -2.411770 -0.772 -0.640 -1.214
H 6.243230 -2.270033 -4.664880 0.060 -1.028 0.127
H 5.699845 -3.978561 -4.947057 0.275 -0.596 -0.775
H 6.572413 -3.570989 -3.406018 -0.507 0.191 -1.102
H 2.786317 -1.845292 -4.083396 -1.170 0.645 0.767
H 4.079740 -1.532519 -5.087144 0.408 0.428 -0.626
H 3.822017 -3.892529 -5.907213 1.237 -0.650 -1.050
H 2.498231 -2.894319 -6.363041 -0.186 -0.332 0.745
H 1.778034 -5.187870 -5.170429 -0.232 -0.315 -0.633
H 1.548605 -3.894017 -4.042841 -1.050 0.696 -0.088
H 2.614560 -5.765109 -1.484218 0.263 -0.118 -1.153
H 1.277144 -5.170532 -2.399854 -0.021 0.562 -0.154
H 1.898984 -6.677840 -2.905165 0.502 0.427 0.441
H 4.755171 -5.774439 -4.897735 0.553 0.510 -0.711
H 4.559809 -6.525666 -3.344401 0.463 -0.274 0.099
H 3.433185 -6.878267 -4.605094 -0.170 -0.009 -0.203
H 4.032566 -1.481871 -1.864742 -0.412 0.322 0.015
H 5.351940 -0.928925 -2.914807 0.091 0.719 -0.132
H 5.649702 -2.078419 -1.668684 0.155 -0.569 -0.254
H 4.642980 -4.172955 -1.122507 0.319 -0.522 -0.628
C 1.559573 2.684706 -0.669910 0.831 -0.566 -0.141
C 0.533332 1.568241 -0.458841 -0.308 0.819 -1.367
C -0.709946 1.961756 -1.283323 -1.703 -1.030 1.371
C -1.773915 0.809174 -1.395089 0.915 0.224 -0.803
C -1.134233 -0.429072 -1.999670 0.851 -0.707 2.155
C 0.171423 -0.909305 -1.256041 -0.820 1.292 -1.458
N 1.046951 0.302799 -1.093242 0.415 -0.294 -0.057
O 2.240196 -0.153378 -0.427383 -0.733 0.598 -0.345
C -0.209063 -1.534526 0.025354 -0.642 -1.786 -0.014
C 0.860045 -1.917969 -2.150349 0.194 -0.228 -0.842
C 0.209335 1.680612 1.009273 0.300 0.098 1.486
H 1.970748 2.843800 -1.665812 0.020 -0.704 -0.270
H 2.389114 2.577392 0.029151 0.071 0.036 -0.099
H 1.072597 3.609651 -0.499893 -0.511 0.903 0.676
H -1.281133 2.773109 -0.773249 0.959 -0.323 -0.398
H -0.350566 2.282920 -2.235471 -0.102 0.114 -0.974
H -2.550451 1.106643 -2.110510 -0.097 0.181 0.333
H -2.260569 0.594123 -0.440887 0.062 0.154 0.082
H -0.830638 -0.194912 -2.972726 0.319 0.284 -1.793
H -1.790432 -1.301344 -2.000908 -0.232 0.071 -0.160
H -0.725132 -2.510987 -0.115099 0.224 0.595 -0.309
H 0.634977 -1.799955 0.618359 0.691 0.147 0.838
H -0.916816 -0.914802 0.501985 -0.547 0.689 1.183
H 1.793353 -2.320352 -1.746551 -0.002 0.276 -0.147
H 0.226384 -2.774783 -2.345972 -0.438 -0.314 0.567
H 0.974332 -1.570389 -3.186654 0.488 0.492 0.429
H 1.099777 1.521071 1.656359 -0.501 -0.327 -0.438
H -0.618446 1.059694 1.353532 0.104 -0.174 -0.062
H -0.071391 2.736342 1.266471 0.077 -0.811 -0.568
H 1.925920 -0.263399 0.476146 0.611 -0.178 0.657
C -4.752494 -0.765582 1.496750 -0.111 -0.841 1.636
C -4.092799 -2.081451 2.085480 0.146 0.228 -1.470
C -3.006625 -1.708023 3.110825 0.280 0.236 -0.661
C -3.618970 -1.333729 4.439492 -1.319 0.607 -0.593
C -4.569656 -2.420235 4.900907 -0.435 -1.101 1.072
C -5.722775 -2.729159 3.913394 0.226 0.740 0.982
N -4.991033 -3.067354 2.706906 -0.096 -0.118 -0.569
O -5.907351 -3.576454 1.747736 -0.496 1.015 0.015
C -6.416721 -4.006761 4.403685 -0.056 1.232 0.595
C -6.778697 -1.566434 3.874517 0.637 -0.420 -0.611
C -3.420325 -2.759196 0.878685 0.601 0.284 1.993
H -5.557071 -0.909047 0.776559 0.224 -0.280 -0.240
H -3.960438 -0.144970 1.098498 0.028 0.053 -0.304
H -5.193162 -0.250989 2.344733 0.040 0.490 -0.175
H -2.335853 -2.576776 3.243447 -0.346 0.108 0.072
H -2.315931 -0.910720 2.722636 -0.808 -0.470 0.136
H -4.254405 -0.377563 4.374201 1.318 -1.012 0.130
H -2.808301 -1.246973 5.126854 0.375 0.539 0.879
H -5.004521 -2.141177 5.882071 0.129 -0.101 -0.404
H -4.062980 -3.423145 5.074856 -0.220 1.188 -0.207
H -6.571895 -3.871200 5.489669 0.158 -0.463 -0.368
H -7.387099 -4.199499 3.961139 -0.032 0.015 -0.297
H -5.713242 -4.766221 4.144675 0.172 -1.045 0.257
H -7.493429 -1.754493 3.044502 0.151 0.287 0.618
H -7.294518 -1.549166 4.834122 -0.227 -0.182 -0.127
H -6.333149 -0.573602 3.748127 -0.180 -0.296 -0.017
H -4.089961 -3.259195 0.244890 -0.883 -0.226 -1.118
H -2.675210 -3.473942 1.195726 0.160 -0.546 0.332
H -2.857082 -1.965461 0.463227 0.380 0.611 -1.244
H -6.549449 -2.834835 1.658591 0.251 -0.742 -0.370